# 1
{
  "formula": "C4H8O2",
  "method": "the ωB97M-V functional and the def2-TZVPD basis",
  "elements": ["C", "O", "C", "C", "C", "O", "H", "H", "H", "H", "H", "H", "H", "H"],
  "coordinates": [[1.455033, -0.454176, -1.150756], [0.180898, 0.138299, -1.033490], [-0.618428, -0.447158, -0.004254], [-0.328767, 0.263403, 1.332658], [-2.070541, -0.244134, -0.138121], [-0.878081, 1.567246, 1.274581], [1.373570, -1.521707, -1.407191], [2.047244, -0.366912, -0.226982], [1.983366, 0.063028, -1.954992], [-0.397358, -1.525103, 0.081962], [0.757421, 0.290400, 1.510199], [-0.810484, -0.253531, 2.162926], [-2.215154, 0.498242, -0.948598], [-0.478725, 1.992106, 0.502053]],
  "atomic_forces_ev_per_a": [[0.27, -0.11, -0.04], [-0.09, 0.04, -0.06], [-0.27, -0.06, 0.05], [0.09, -0.26, 0.22], [0.29, -0.02, -0.13], [0.15, 0.20, -0.17], [0.00, 0.17, 0.03], [-0.10, 0.02, -0.14], [-0.08, -0.08, 0.13], [-0.02, 0.13, 0.04], [-0.19, -0.03, -0.06], [0.04, 0.04, -0.11], [0.00, -0.10, 0.10], [-0.08, 0.05, 0.14]],
  "lowdin_charge": [-0.109, -0.183, -0.473, -0.222, 0.253, -0.056, 0.091, 0.085, 0.092, 0.149, 0.120, 0.127, 0.029, 0.097],
  "e_tot_ha": -307.51170,
  "gap_ev": 8.76,
  "total_charge": 0,
  "homo_energy_ev": -9.1
}

---

# 2
{
  "formula": "C10H21ClILuNO3P",
  "method": "the ωB97M-V functional and the def2-TZVPD basis",
  "elements": ["C", "C", "H", "H", "H", "O", "I", "Lu", "P", "C", "C", "H", "H", "H", "C", "H", "H", "H", "H", "H", "H", "C", "O", "Cl", "C", "N", "C", "C", "C", "O", "H", "H", "H", "H", "H", "H", "H", "H", "H"],
  "coordinates": [[-3.253599, 2.094600, -5.298170], [-3.346229, 0.874619, -4.569934], [-4.008097, 2.154314, -6.125294], [-2.226250, 2.173717, -5.696795], [-3.411022, 2.915128, -4.570372], [-3.713339, -0.181665, -4.249002], [-1.744633, 1.836316, -2.051221], [-0.214751, 0.467131, -0.355403], [1.715853, -1.361825, -1.325706], [2.030924, -3.145089, -1.268450], [1.469149, -1.106498, -3.121558], [3.403416, 0.363693, -1.116301], [4.033590, -1.121608, -1.935288], [3.816710, -1.080483, -0.145909], [3.420675, -0.732474, -1.110973], [1.321941, -0.035312, -3.327629], [2.363495, -1.478424, -3.645836], [2.792217, -3.398855, -2.019566], [1.108399, -3.698328, -1.477593], [0.578873, -1.662761, -3.450323], [2.394123, -3.421562, -0.268881], [-0.287550, -1.880855, 0.373167], [-0.431346, -2.817312, 1.042054], [1.561683, 2.136250, -0.251616], [-0.534645, 1.023676, 5.210110], [-1.035171, 0.971523, 3.827011], [-2.452387, 1.206272, 3.591534], [-0.319459, 0.632949, 2.787319], [1.125120, 0.254222, 2.881042], [-0.930034, 0.632788, 1.646029], [-1.364247, 1.343433, 5.834871], [0.291714, 1.736130, 5.309986], [-0.192612, 0.033851, 5.543018], [-2.610273, 2.027760, 2.878929], [-2.940317, 0.305925, 3.191482], [-2.890746, 1.463072, 4.552910], [1.265644, -0.815239, 2.648872], [1.719794, 0.849438, 2.168032], [1.493395, 0.441474, 3.895448]],
  "atomic_forces_ev_per_a": [[0.41, 1.18, -0.18], [-2.71, -5.17, 1.04], [0.46, -0.45, 0.70], [-0.31, 0.05, 0.10], [0.08, -0.26, -0.36], [2.04, 4.74, -1.22], [-1.20, 0.61, -1.33], [1.47, 0.01, 1.28], [1.82, 0.45, -1.12], [-0.37, -0.35, 0.33], [-0.25, 0.07, -0.08], [0.15, -0.31, -0.04], [-0.05, 0.11, 0.29], [-0.03, 0.13, -0.30], [-0.11, 0.16, 0.19], [0.13, -0.31, -0.07], [-0.38, 0.17, 0.04], [-0.23, 0.09, 0.24], [0.24, -0.08, 0.02], [0.28, 0.15, -0.05], [-0.08, -0.03, -0.29], [-2.24, -3.70, 3.51], [1.08, 3.25, -2.76], [-0.34, -0.47, 0.02], [0.35, -0.20, 0.08], [0.30, -0.28, -0.10], [-0.74, 0.27, 0.05], [-0.41, 0.16, -0.39], [0.20, 0.17, 0.32], [0.83, -0.33, -0.02], [0.21, -0.02, 0.06], [-0.26, -0.09, -0.07], [-0.18, 0.28, -0.09], [0.12, -0.24, 0.28], [0.20, 0.26, 0.16], [-0.17, 0.01, -0.22], [-0.17, 0.33, 0.12], [-0.27, -0.15, 0.24], [0.11, -0.17, -0.37]],
  "lowdin_charge": [0.004, -0.150, 0.161, 0.141, 0.113, 0.296, 0.337, 0.681, 0.686, -0.259, -0.265, -0.005, 0.063, 0.061, -0.264, 0.039, 0.065, 0.072, 0.055, 0.052, 0.064, -0.133, 0.145, -0.079, 0.011, -0.101, 0.002, -0.440, 0.027, -0.263, 0.096, 0.111, 0.114, 0.111, 0.112, 0.097, 0.101, 0.055, 0.089],
  "e_tot_ha": -3008.45699,
  "gap_ev": 7.79,
  "total_charge": 2,
  "homo_energy_ev": -15.4
}

---

> What is the formula in the second record?

C10H21ClILuNO3P

---

> Which formula does entry 1 have?

C4H8O2